The following is a quantum chemistry calculation of ClH10O5Zn as an isolated structure, from the OMol25 dataset.

Each line ends with the Löwdin charge.
Cartesian coordinates (Å):
Zn 4.450 1.630 -4.248  0.93
Cl 1.424 0.410 -1.381  0.04
O -1.783 5.831 -0.294  -0.05
H -1.225 6.550 -0.589  0.03
H -1.170 5.152 -0.012  0.02
O 3.266 -2.850 3.202  -0.04
H 3.049 -2.019 2.779  0.02
H 3.952 -3.228 2.651  0.03
O -3.889 -0.808 -3.907  -0.05
H -4.393 0.006 -3.925  0.03
H -2.979 -0.526 -3.814  0.02
O -0.577 -5.354 0.155  -0.04
H -0.251 -4.520 -0.183  0.02
H -0.777 -5.869 -0.627  0.03
O 0.137 1.809 3.747  -0.04
H 0.043 1.269 2.962  0.02
H 0.724 2.517 3.483  0.03

highest occupied orbital energy = -13.30 eV
ΔE to the lowest compared entry with this formula, charge and spin = 1087.3 kJ/mol
HOMO-LUMO gap = 1.93 eV
2S+1 = 1
E_tot = -71325.5830 eV
charge = +1
LUMO level = -11.37 eV

---

The following is a quantum chemistry calculation of C5H6O2 as an isolated structure, from the OMol25 dataset.

Each line ends with the Löwdin charge.
Cartesian coordinates (Å):
C 0.487 1.869 0.872  0.01
O 0.005 -2.295 1.103  0.08
C -0.215 -2.104 -0.068  -0.21
C -0.825 -0.850 -0.627  -0.26
O -1.133 0.062 0.447  0.03
C 0.039 0.698 0.107  -0.36
C 0.339 0.036 -1.010  0.04
H 1.486 2.155 0.537  0.09
H 0.524 1.703 1.961  0.10
H 0.109 -2.808 -0.861  0.13
H -1.662 -1.014 -1.307  0.15
H -0.273 2.584 0.593  0.09
H 1.136 0.014 -1.733  0.11

highest occupied orbital energy = -9.02 eV
ΔE to the lowest compared entry with this formula, charge and spin = 228.3 kJ/mol
HOMO-LUMO gap = 10.04 eV
2S+1 = 1
E_tot = -9374.7297 eV
charge = 0
LUMO level = 1.02 eV

---

The following is a quantum chemistry calculation of an isolated ion of composition CH2NO4S and charge -1 at a distorted geometry, from the OMol25 dataset.

Each line ends with the Löwdin charge.
Cartesian coordinates (Å):
C 1.461 0.142 -0.477  0.01
N 0.585 -0.695 0.113  -0.47
O -1.668 1.657 -0.161  -0.52
O 0.779 -1.386 1.117  -0.05
O -0.607 -0.840 -0.470  -0.32
O -2.222 -0.034 1.432  -0.51
S -2.062 0.250 0.004  0.72
H 2.611 0.237 -0.205  0.10
H 1.122 0.668 -1.352  0.04

highest occupied orbital energy = -4.55 eV
ΔE to the lowest compared entry with this formula, charge and spin = 399.2 kJ/mol
HOMO-LUMO gap = 8.54 eV
2S+1 = 1
E_tot = -21582.5545 eV
charge = -1
LUMO level = 4.00 eV

---

The following is a quantum chemistry calculation of C23H25Cl3N5O8P2PdSSe as an isolated structure, from the OMol25 dataset.

Each line ends with the Löwdin charge.
Cartesian coordinates (Å):
Pd -1.502 1.435 0.179  0.78
N -4.328 1.268 3.942  0.18
C -3.147 0.479 3.397  -0.49
C -2.697 -0.554 4.421  -0.07
P -3.690 -0.203 1.770  0.30
O -4.288 -1.626 2.185  -0.11
O -2.456 -0.432 0.925  -0.40
O -4.753 0.736 1.307  -0.36
P -1.864 1.804 3.181  0.30
O -0.515 0.985 2.865  -0.18
O -1.846 2.544 4.455  -0.26
O -2.198 2.511 1.879  -0.43
H -4.967 0.671 4.464  0.17
H -4.834 1.643 3.123  0.14
H -3.973 2.016 4.553  0.15
H -3.515 -1.225 4.688  0.09
H -2.309 -0.073 5.321  0.09
H -1.907 -1.166 3.986  0.08
H -3.990 -2.356 1.628  0.09
H 0.075 0.896 3.623  0.07
O 0.540 2.970 0.191  0.08
N -0.477 3.035 -0.305  -0.04
Se -3.673 2.197 -0.878  1.07
C -4.284 0.857 -2.050  -0.58
C -5.445 1.118 -2.774  -0.10
C -5.904 0.142 -3.647  -0.12
N -5.295 -1.026 -3.823  0.08
C -4.191 -1.266 -3.119  -0.12
C -3.641 -0.367 -2.218  -0.10
H -5.980 2.052 -2.665  0.10
H -6.804 0.309 -4.227  0.12
H -3.722 -2.231 -3.278  0.11
H -2.763 -0.621 -1.652  0.07
Cl 5.012 3.479 -4.035  0.71
C 4.605 1.960 -3.320  -0.66
C 4.541 1.841 -1.941  -0.08
C 4.196 0.623 -1.382  0.00
C 3.907 -0.489 -2.166  -0.18
C 3.514 -1.814 -1.543  -0.27
C 2.056 -2.211 -1.845  -0.06
N 1.093 -1.110 -1.882  -0.03
C 0.891 -0.256 -2.944  -0.03
C -0.060 0.630 -2.555  -0.10
N -0.439 0.329 -1.266  -0.07
C 0.277 -0.717 -0.890  -0.13
O 3.858 -1.876 -0.177  -0.08
C 2.932 -1.384 0.775  -0.19
C 3.661 -1.175 2.065  -0.30
C 3.088 -1.259 3.298  -0.97
Cl 1.445 -1.666 3.629  0.67
S 4.177 -0.923 4.576  1.02
C 5.444 -0.660 3.458  -0.39
C 5.039 -0.829 2.172  -0.13
C 4.008 -0.334 -3.546  -0.59
Cl 3.672 -1.672 -4.613  0.76
C 4.347 0.873 -4.136  -0.12
H 4.768 2.693 -1.314  0.11
H 4.186 0.534 -0.303  0.11
H 4.119 -2.594 -2.006  0.15
H 1.716 -2.942 -1.113  0.14
H 2.030 -2.689 -2.820  0.10
H 1.421 -0.375 -3.875  0.10
H -0.504 1.441 -3.108  0.12
H 0.192 -1.214 0.063  0.14
H 2.114 -2.097 0.931  0.10
H 2.489 -0.437 0.441  0.12
H 6.432 -0.412 3.813  0.08
H 5.699 -0.742 1.320  0.12
H 4.414 0.957 -5.211  0.11

highest occupied orbital energy (spin up / spin down) = -11.20 / -11.20 eV
ΔE to the lowest compared entry with this formula, charge and spin = 0.0 kJ/mol
HOMO-LUMO gap (spin up / spin down) = 7.72 / 6.18 eV
2S+1 = 3
E_tot = -183890.9895 eV
charge = +1
LUMO level (spin up / spin down) = -3.48 / -5.02 eV
<S²> = 2.190

---

The following is a quantum chemistry calculation of an isolated ion of composition C3H6NO2 and charge -1 at a distorted geometry, from the OMol25 dataset.

Each line ends with the Löwdin charge.
Cartesian coordinates (Å):
N -0.996 -0.545 1.577  -0.06
C -0.061 0.285 0.716  -0.30
C -0.014 -0.241 -0.681  -0.17
C 0.740 0.702 -1.688  -0.76
O 1.417 1.606 -1.155  -0.09
O 0.546 0.426 -2.886  -0.10
H -0.833 -1.522 1.333  0.04
H -0.654 -0.476 2.531  0.03
H 0.932 0.184 1.171  0.10
H -0.487 1.267 0.891  0.10
H 0.431 -1.236 -0.746  0.10
H -1.022 -0.450 -1.062  0.10

highest occupied orbital energy = -3.91 eV
ΔE to the lowest compared entry with this formula, charge and spin = 53.2 kJ/mol
HOMO-LUMO gap = 8.08 eV
2S+1 = 1
E_tot = -8794.6656 eV
SMILES string = NCCC(=O)[O-]
charge = -1
LUMO level = 4.17 eV

---

The following is a quantum chemistry calculation of C23H32AsCl2FN3O4PbS3 as an isolated structure at a distorted geometry, from the OMol25 dataset.

Each line ends with the Löwdin charge.
Cartesian coordinates (Å):
Pb -3.657 -0.923 -0.851  1.17
F 3.291 -1.687 -3.136  0.08
C 2.964 -1.455 -1.847  -0.18
C 1.622 -1.477 -1.558  0.08
C 1.129 -0.967 -0.355  -0.05
C -0.291 -0.649 -0.202  -0.29
O -1.069 -0.946 -1.158  -0.18
C -0.563 0.151 0.995  -0.01
C 0.394 0.241 2.013  0.10
N 1.683 -0.239 1.935  0.01
C 2.603 -0.074 2.982  -0.25
C 2.572 1.115 3.874  -0.12
C 3.653 1.098 2.949  -0.11
C 2.096 -0.712 0.679  -0.08
C 3.449 -0.729 0.331  0.06
C 3.930 -1.000 -0.925  -0.15
N 5.295 -0.788 -1.282  -0.10
C 5.569 0.041 -2.450  -0.11
C 7.104 0.196 -2.620  -0.06
N 7.810 0.467 -1.303  0.08
C 7.606 -0.647 -0.316  -0.08
C 6.420 -1.549 -0.726  -0.12
C -1.896 0.767 1.293  -0.63
O -2.111 1.317 2.374  0.05
O -2.826 0.773 0.404  -0.29
H 1.000 -1.845 -2.348  0.13
H 0.126 0.719 2.913  0.13
H 3.117 -0.968 3.325  0.16
H 2.716 0.846 4.938  0.14
H 1.767 1.800 3.535  0.13
H 4.653 0.777 3.343  0.13
H 3.577 1.714 2.067  0.11
H 4.190 -0.332 1.048  0.12
H 5.092 1.010 -2.342  0.13
H 5.113 -0.456 -3.332  0.13
H 7.333 1.019 -3.258  0.13
H 7.493 -0.723 -3.026  0.14
H 7.508 1.448 -1.022  0.22
H 8.794 0.486 -1.499  0.17
H 7.357 -0.225 0.673  0.13
H 8.536 -1.308 -0.213  0.17
H 6.015 -2.121 0.136  0.15
H 6.792 -2.226 -1.471  0.12
C -2.637 4.117 0.282  0.08
O -4.129 3.868 0.003  -0.14
C -4.982 4.776 0.450  -1.26
S -5.594 6.165 -0.252  0.99
S -6.248 4.586 1.460  1.01
H -2.501 3.786 1.296  0.09
H -2.436 5.173 0.118  0.10
H -2.114 3.519 -0.479  0.11
Cl -0.719 -5.735 -0.204  0.55
C -1.653 -4.415 -0.974  -0.88
Cl -2.835 -3.578 0.185  0.45
H -2.232 -4.967 -1.761  0.06
H -0.993 -3.628 -1.363  0.01
C -9.078 -1.033 0.992  -0.21
As -7.408 -0.549 0.092  0.76
C -7.604 -1.311 -1.692  -0.24
C -7.093 1.326 -0.260  -0.27
S -5.668 -1.409 1.052  0.05
H -9.852 -1.423 0.299  0.06
H -9.499 -0.196 1.545  0.04
H -8.823 -1.834 1.699  0.05
H -8.602 -1.249 -2.079  0.04
H -7.245 -2.337 -1.615  0.04
H -6.908 -0.743 -2.340  0.04
H -7.931 1.702 -0.867  0.05
H -6.095 1.481 -0.779  0.05
H -7.079 1.973 0.625  0.00

highest occupied orbital energy = -14.84 eV
ΔE to the lowest compared entry with this formula, charge and spin = 248.2 kJ/mol
HOMO-LUMO gap = 4.30 eV
2S+1 = 1
E_tot = -163357.0119 eV
charge = +3
LUMO level = -10.53 eV

---

The following is a quantum chemistry calculation of C5H14N as an isolated structure at a distorted geometry, from the OMol25 dataset.

Each line ends with the Löwdin charge.
Cartesian coordinates (Å):
C -1.284 1.830 -0.589  -0.08
C -0.467 0.525 -0.367  -0.45
C 0.919 0.829 0.176  -0.24
C 1.817 -0.374 0.345  -0.25
C 1.607 -1.621 -0.611  -0.13
N -0.997 -0.437 0.658  0.16
H -1.309 2.596 0.278  0.11
H -2.316 1.602 -0.808  0.05
H -0.931 2.361 -1.498  0.08
H -0.376 0.076 -1.341  0.12
H 1.254 1.614 -0.543  0.12
H 0.832 1.229 1.172  0.10
H 2.834 0.019 0.182  0.10
H 1.736 -0.755 1.386  0.10
H 1.643 -1.458 -1.678  0.04
H 2.394 -2.436 -0.470  0.08
H 0.529 -2.049 -0.550  0.08
H -2.726 -1.358 2.071  0.03
H -1.950 -0.416 0.553  -0.07
H -3.210 -1.775 1.632  0.04

highest occupied orbital energy (spin up / spin down) = -10.10 / -10.21 eV
ΔE to the lowest compared entry with this formula, charge and spin = 171.7 kJ/mol
HOMO-LUMO gap (spin up / spin down) = 11.25 / 9.73 eV
2S+1 = 2
E_tot = -6898.6021 eV
charge = 0
LUMO level (spin up / spin down) = 1.15 / -0.48 eV
<S²> = 0.754

---

The following is a quantum chemistry calculation of one molecule with the formula C4H6O2 at a distorted geometry, from the OMol25 dataset.

Each line ends with the Löwdin charge.
Cartesian coordinates (Å):
C 1.533 -0.186 -0.766  -0.10
C 0.829 0.171 0.530  -0.06
C -0.869 0.235 0.089  -0.35
O -1.845 0.984 -0.598  0.06
C -2.174 0.069 0.492  -0.14
O -1.485 -1.058 -0.129  0.02
H 1.120 0.344 -1.574  0.07
H 1.512 -1.198 -0.814  0.04
H 2.628 -0.012 -0.843  0.09
H 0.972 1.190 0.946  0.10
H 0.608 -0.552 1.323  0.10
H -2.830 0.014 1.345  0.15

highest occupied orbital energy = -9.25 eV
ΔE to the lowest compared entry with this formula, charge and spin = 542.8 kJ/mol
HOMO-LUMO gap = 10.23 eV
2S+1 = 1
E_tot = -8334.8356 eV
SMILES string = CC[C@]12O[C@H]1O2
charge = 0
LUMO level = 0.99 eV